1.
The following is a quantum chemistry calculation of a cluster of 11 separate species, C45H117N18O20P5 in total, from OMol25.

Each line ends with the Mulliken charge.
CARTESIAN COORDINATES (ANGSTROEM)
C 0.82151 5.10605 0.67143  -0.5680
N -0.13809 4.59716 1.70380  1.0452
O -1.30197 4.94349 1.66746  -0.5909
O 0.29601 3.77670 2.50065  -0.5228
H 1.45098 4.26417 0.40566  0.1194
H 1.37671 5.94382 1.08243  0.3853
H 0.21191 5.42937 -0.16542  0.1659
C -2.00290 5.08769 -3.07380  -0.9932
N -1.16104 4.13692 -2.28760  0.7137
O -0.07662 3.83050 -2.72196  -0.4532
O -1.67014 3.70453 -1.25832  -0.2062
H -2.25686 4.62423 -4.02376  0.2929
H -1.34701 5.94878 -3.17372  0.3632
H -2.92603 5.23491 -2.52736  0.2744
C 4.46350 0.97309 -4.15352  -0.4329
N 4.83537 1.38067 -2.76161  0.9262
O 6.00665 1.26945 -2.44137  -0.5823
O 3.95285 1.82632 -2.04742  -0.5011
H 3.37821 0.99598 -4.15425  -0.1981
H 4.83045 -0.02045 -4.38784  0.3077
H 4.84397 1.71049 -4.85278  0.3699
C 1.53764 1.46864 -0.18446  -0.8532
C 0.04281 1.22350 -0.02586  1.7290
C -0.57108 0.58304 -1.28290  0.1435
O -1.38813 -0.48602 -0.75353  0.2803
C -1.03933 -0.74417 0.52423  0.5696
O -1.35970 -1.65285 1.22492  -0.7056
O -0.18633 0.22037 0.93658  -0.4523
H 2.04803 0.50393 -0.15960  -0.1585
H 1.94551 2.04464 0.64579  0.1047
H 1.80564 1.90946 -1.14521  0.5083
H -0.49728 2.12576 0.26366  -0.8161
H 0.20489 0.13948 -1.90859  -0.1156
H -1.13806 1.30084 -1.86853  -0.0950
C -0.75399 -4.51874 3.40774  -1.6670
C -1.06092 -4.85805 1.97773  2.0240
C 0.09949 -4.78166 0.97798  0.8119
O -0.02286 -5.99898 0.24207  -0.3913
C -1.03428 -6.74067 0.70434  0.5390
O -1.36858 -7.78003 0.23377  -0.5840
O -1.48679 -6.21900 1.84313  -0.4258
H -1.65569 -4.53408 4.01531  0.1536
H -0.24001 -3.55842 3.48290  0.3181
H -0.00970 -5.21861 3.79743  0.4906
H -1.86729 -4.25048 1.55758  -0.8102
H 1.07728 -4.71484 1.45858  -0.1138
H -0.02254 -3.95817 0.28626  -0.4135
C -2.90762 -4.54934 -1.96062  -1.2573
C -1.86530 -3.96788 -2.91049  0.2627
C -2.10849 -2.51398 -3.34127  0.6893
O -0.79867 -1.94806 -3.24273  0.1446
C 0.00176 -2.72247 -2.52590  0.6000
O 1.17373 -2.52247 -2.38537  -0.5509
O -0.66986 -3.81371 -2.14677  -0.3245
H -3.03653 -3.86189 -1.12108  0.0915
H -2.48536 -5.45017 -1.50920  0.2943
H -3.85755 -4.89536 -2.36228  0.4893
H -1.80555 -4.65294 -3.75815  0.3163
H -2.82905 -2.00190 -2.70690  -0.8435
H -2.38102 -2.46818 -4.39348  0.4590
O 3.23900 2.06435 -6.64533  -0.9269
P 1.92725 1.64951 -7.16068  0.4606
N 0.74396 1.23847 -6.00883  0.6499
C 0.85033 0.01092 -5.25499  -1.3167
C 0.15151 2.32673 -5.25405  -1.4471
N 2.03801 0.29501 -8.15107  0.4732
C 3.34390 -0.30652 -8.41588  -1.0198
C 0.93128 -0.25990 -8.92192  -0.9955
N 1.17246 2.79322 -8.12960  0.1467
C 2.04359 3.50485 -9.07656  -1.0899
C -0.23267 2.79168 -8.49430  -1.1904
H -0.15358 -0.39363 -5.13404  0.6628
H 1.28668 0.22203 -4.27488  -0.1673
H 1.46099 -0.72825 -5.77054  0.4761
H 0.75513 2.64753 -4.40644  0.3413
H -0.83201 2.02475 -4.87603  0.4524
H -0.04221 3.17089 -5.91628  0.4455
H 4.05874 -0.16403 -7.61429  0.2281
H 3.15855 -1.38095 -8.53874  0.3487
H 3.71716 -0.02830 -9.40827  0.3149
H -0.01379 -0.16713 -8.38895  0.2706
H 0.84373 0.34870 -9.82966  0.2617
H 1.13777 -1.28689 -9.21232  0.3751
H 2.62758 2.79450 -9.67044  0.2859
H 1.42084 4.17062 -9.66593  0.4360
H 2.76978 4.09636 -8.51609  0.2875
H -0.70496 2.03569 -7.86676  0.4282
H -0.36307 2.48540 -9.54122  0.4300
H -0.71783 3.77115 -8.45178  0.3186
O -5.66550 -5.72040 3.54992  -0.9204
P -5.71846 -4.28398 3.89235  0.1865
N -4.74104 -3.34197 2.88433  1.3147
C -4.78666 -3.61379 1.45290  -0.6688
C -4.37441 -1.96340 3.16756  -0.8572
N -5.31194 -3.99184 5.51088  0.3782
C -5.95782 -4.82405 6.50301  -1.0924
C -4.08897 -3.32375 5.90569  -0.9211
N -7.26266 -3.64770 3.69554  0.3556
C -8.30998 -4.40832 3.05598  -1.1337
C -7.56554 -2.23731 3.89356  -0.9261
H -4.41952 -4.63459 1.29864  0.3792
H -4.07601 -3.03189 0.87098  -0.7251
H -5.82659 -3.55695 1.11382  0.5942
H -4.32329 -1.76393 4.23423  0.2604
H -5.03353 -1.19802 2.74341  -0.2166
H -3.33832 -1.77994 2.86327  0.2998
H -5.23496 -5.55831 6.87685  0.3923
H -6.28464 -4.26952 7.38659  0.3621
H -6.79960 -5.34827 6.05745  0.2805
H -3.33320 -3.24895 5.12352  0.1987
H -4.18899 -2.27780 6.22195  0.2674
H -3.66209 -3.90665 6.72583  0.3600
H -7.93144 -5.31559 2.58815  0.3447
H -9.10418 -4.62342 3.78240  0.3397
H -8.81404 -3.88711 2.23047  0.3535
H -8.64471 -2.16428 4.01450  0.4804
H -7.19253 -1.62310 3.06824  0.0847
H -7.07947 -1.84838 4.79199  0.2553
O 5.71540 -2.92668 2.90068  -0.9586
P 5.42503 -2.16735 1.67346  0.3887
N 5.50738 -3.15535 0.32466  0.3845
C 6.19766 -4.42289 0.32124  -1.2088
C 4.89177 -2.85276 -0.96312  -1.0920
N 6.49775 -0.92355 1.36124  0.6423
C 6.29629 0.09016 0.33994  -0.9480
C 7.88487 -1.19825 1.69772  -1.2189
N 3.94547 -1.37494 1.56415  0.9144
C 2.74935 -2.15352 1.32527  -1.4018
C 3.74114 -0.05836 2.11470  -1.1620
H 5.73436 -5.15195 -0.34512  0.3942
H 6.11520 -4.93894 1.28546  0.3702
H 7.28432 -4.37544 0.20021  0.3001
H 4.05275 -3.52625 -1.17559  0.4617
H 5.64845 -3.02808 -1.73178  0.5006
H 4.48045 -1.84611 -1.02041  0.0437
H 6.77592 1.01890 0.66047  0.4723
H 6.80848 -0.17963 -0.58755  0.3419
H 5.25765 0.32252 0.12218  -0.1591
H 8.44954 -1.47100 0.79937  0.2973
H 8.41516 -0.33468 2.11468  0.2941
H 7.93187 -1.94347 2.48839  0.3906
H 2.36456 -2.66597 2.21371  0.2983
H 2.00107 -1.54098 0.81904  0.2979
H 2.87319 -2.97568 0.61215  0.2552
H 4.62851 0.28134 2.65531  0.2619
H 2.91592 -0.01350 2.82882  0.8794
H 3.61641 0.72946 1.36753  -0.2057
O 7.04310 4.39645 4.66848  -0.9174
P 5.73858 3.69802 4.75577  0.0436
N 5.95682 2.11348 5.26757  0.5518
C 7.20344 1.79293 5.97253  -1.1797
C 4.91786 1.10357 5.33996  -1.2642
N 4.81211 3.68288 3.37277  0.7606
C 3.37667 3.40520 3.37129  -0.7314
C 5.42576 4.01260 2.09482  -1.0256
N 4.69630 4.39969 5.86394  0.3824
C 4.34494 5.80645 5.77501  -1.1292
C 4.57177 3.87219 7.23519  -0.9333
H 7.09808 0.89738 6.58601  0.4620
H 7.39741 2.58202 6.70198  0.3206
H 8.01442 1.67621 5.25776  0.2329
H 3.97272 1.44748 4.92417  0.2537
H 4.68220 0.86280 6.38347  0.4825
H 5.21397 0.19158 4.81806  0.4856
H 2.91329 4.26511 2.88055  0.2723
H 3.19892 2.51816 2.75370  -0.2187
H 3.01790 3.27598 4.38452  0.4920
H 6.29728 4.65819 2.18665  0.3931
H 5.80307 3.07673 1.66446  0.1461
H 4.73796 4.45564 1.37366  0.3150
H 4.91049 6.41106 6.49196  0.3853
H 4.65747 6.16736 4.79320  0.3294
H 3.29260 6.05488 5.92557  0.3247
H 5.51904 4.03031 7.75870  0.2842
H 4.36931 2.80617 7.16293  0.1763
H 3.75384 4.35518 7.76374  0.3795
O -4.01975 1.83900 -2.20156  -0.9758
P -5.03527 1.68723 -1.13945  0.9864
N -6.48027 2.51913 -1.51097  0.1334
C -6.94444 2.51570 -2.89035  -1.0649
C -7.58626 2.74893 -0.56930  -1.2519
N -4.69227 2.28423 0.38664  0.2774
C -3.67159 1.56380 1.16319  -0.4310
C -4.50940 3.74423 0.50807  -0.7648
N -5.50071 0.11475 -0.85716  0.2894
C -6.48785 -0.19872 0.17562  -1.0672
C -4.70388 -1.00752 -1.31172  -0.8868
H -7.66984 3.30886 -3.07619  0.3899
H -7.38724 1.55876 -3.18834  0.2961
H -6.05846 2.74749 -3.48536  0.2071
H -7.25900 2.63006 0.46188  0.3490
H -8.35895 1.99436 -0.74766  0.3969
H -7.97507 3.75002 -0.75148  0.3884
H -4.01197 0.54863 1.36796  -0.6478
H -2.73758 1.58825 0.59083  0.1678
H -3.43008 2.02888 2.11829  0.6042
H -5.35950 4.23739 0.03436  0.3643
H -4.51143 3.99171 1.56671  0.3676
H -3.61330 4.07195 -0.01941  -0.0108
H -6.39728 0.45016 1.05173  0.3923
H -7.48534 0.01551 -0.21421  0.2330
H -6.41745 -1.22953 0.51308  0.2635
H -4.07388 -1.40703 -0.50706  -0.0155
H -4.10705 -0.67181 -2.15734  0.4314
H -5.28288 -1.89121 -1.60187  0.3467

Force components x, y, z for each atom (eV/Å):
-0.6 0.0 -0.1
-0.2 -0.9 0.4
0.4 0.4 -0.2
0.0 0.5 -0.3
0.2 0.1 0.0
0.1 -0.1 0.1
0.1 0.1 0.0
0.3 -0.2 0.1
-1.5 -0.6 0.5
0.2 0.1 0.2
0.8 0.3 -0.5
0.4 0.0 -0.1
-0.4 0.2 -0.3
0.2 0.3 0.2
-0.8 0.2 0.3
0.7 -0.2 -0.2
-0.6 0.1 -0.1
0.3 -0.1 -0.1
0.1 0.0 -0.3
0.3 0.0 0.3
0.1 0.0 0.1
-0.1 -0.4 0.2
0.3 0.1 -1.2
0.5 0.2 0.2
-0.4 -0.4 -0.1
1.1 1.5 -0.2
-0.6 -0.4 -0.4
-0.1 -0.7 1.3
-0.1 -0.1 -0.1
-0.1 0.2 -0.1
-0.3 0.3 0.1
0.0 -0.1 0.0
0.0 -0.1 0.0
-0.5 -0.3 0.1
0.6 -0.1 0.0
-0.2 0.4 -0.7
0.0 0.0 0.3
0.5 0.5 -0.8
0.8 -0.6 0.6
-0.4 -0.1 -0.3
-0.8 0.0 0.6
0.1 0.0 0.1
-0.4 0.2 -0.2
-0.3 -0.3 0.0
-0.1 0.1 0.4
0.0 -0.2 0.0
0.1 0.2 0.0
0.6 -0.3 0.8
-1.7 0.3 0.8
0.2 -0.7 -0.6
-0.6 1.2 -0.4
0.6 -0.6 -0.9
-0.4 0.2 0.7
0.6 -1.1 0.3
-0.3 0.1 -0.1
0.2 -0.1 -0.1
0.0 0.5 -0.4
0.9 0.1 0.0
0.3 0.1 0.0
-0.3 0.2 0.1
0.3 0.1 -0.2
-1.7 -1.0 -0.6
0.6 0.8 -1.5
-0.1 0.0 -0.1
-0.4 0.1 -0.2
0.8 -0.2 1.3
-0.9 -0.9 -0.7
0.3 1.3 -0.2
0.1 0.7 0.4
0.3 -0.2 1.0
0.2 -0.8 -0.3
0.0 -0.1 0.3
0.0 -0.3 0.2
0.0 0.0 0.0
0.1 0.0 -0.1
0.1 -0.2 0.1
0.2 0.1 0.1
0.0 0.3 -0.1
0.2 -0.1 0.3
0.4 0.4 0.3
0.0 -0.2 0.1
-0.3 -0.3 -0.3
-0.1 -0.1 0.2
-0.2 0.1 -0.4
0.1 -0.1 -0.3
0.0 0.1 -0.1
-0.5 0.4 -0.1
0.0 -0.2 0.0
0.1 0.0 0.6
-0.3 0.5 -0.3
-0.2 -0.1 0.1
0.8 0.7 0.8
0.0 -1.7 0.5
0.5 0.3 0.7
0.2 1.3 -1.7
0.4 -0.2 0.2
0.5 -0.2 0.4
0.2 -0.3 0.0
-0.6 -0.2 -0.3
0.5 -0.4 0.2
-0.4 -0.1 0.0
-0.2 0.7 0.3
0.2 0.2 -0.5
-0.4 0.0 0.0
0.0 -0.2 -0.3
-0.1 0.0 -0.4
-0.1 -0.2 -0.1
-0.2 0.3 -0.2
0.0 0.0 0.1
-0.1 -0.6 -0.1
-0.5 -0.1 0.4
0.2 0.2 0.0
0.1 -0.1 0.5
0.0 -0.3 -0.1
0.3 0.4 0.1
0.0 0.4 -0.1
-0.4 0.1 -0.2
-0.1 -0.1 0.1
0.2 0.0 0.0
-0.1 0.5 -1.0
-0.9 -0.1 -0.2
0.1 -1.0 1.5
0.1 -0.2 0.1
-0.4 0.3 1.1
0.7 0.0 0.0
0.2 0.4 0.1
0.5 -0.7 -0.5
-0.3 -0.7 -0.6
0.7 0.7 0.6
0.1 0.3 -0.5
-0.2 0.4 0.2
-0.1 0.3 -0.7
0.0 -0.1 0.0
-0.1 0.3 -0.2
0.3 0.1 0.1
-0.1 0.1 0.1
-0.1 -0.1 -0.1
0.0 -0.3 0.1
0.1 -0.4 0.1
-0.4 0.3 -0.1
0.0 -0.3 -0.3
-0.2 0.5 0.2
-0.2 0.2 0.5
0.6 0.2 0.0
0.0 -0.3 0.1
-0.2 -0.2 -0.1
-0.4 -0.2 -0.2
-0.4 -0.3 -0.5
-0.1 -0.1 0.5
-0.1 0.4 -0.1
-0.4 0.4 0.3
-0.2 0.1 0.1
0.3 0.8 0.7
1.0 0.4 -0.9
0.6 -1.1 -0.2
-1.1 -0.2 0.9
0.9 0.3 -0.6
0.7 -0.2 -1.0
-0.2 -0.2 -0.3
0.5 0.1 -0.2
0.2 0.0 0.2
0.1 0.1 -0.2
0.2 -0.2 0.0
0.0 -0.1 0.1
-0.5 -0.1 0.2
-0.3 0.0 0.2
-0.2 0.1 0.0
-0.1 0.1 0.4
-0.1 0.1 -0.4
-0.3 0.1 0.3
0.1 -0.1 0.1
-0.2 0.1 0.0
-0.2 -0.5 0.0
-0.2 0.0 0.4
0.0 0.0 0.3
0.0 0.1 -0.1
0.0 -0.3 0.0
-1.8 0.6 0.4
0.3 0.1 0.6
1.0 0.1 -0.1
0.7 -0.6 -0.3
0.0 0.5 0.4
0.1 -0.1 -0.7
-0.6 -0.4 -0.6
0.4 -0.7 0.1
-0.4 0.9 -0.1
0.3 -0.2 0.2
0.0 0.0 0.3
0.0 0.0 -0.1
-0.3 -0.3 -0.4
0.1 0.2 0.0
-0.3 0.2 0.0
-0.2 0.0 0.2
0.2 -0.1 -0.2
0.1 -0.4 0.1
-0.5 0.3 0.0
0.0 0.0 0.1
0.2 0.2 0.0
0.2 0.1 0.4
0.3 -0.1 0.0
-0.1 -0.4 0.1
0.1 -0.1 -0.2
0.4 0.3 -0.1
0.1 -0.1 0.1
-0.5 0.4 -0.3

Results
**Energy**: -5981.99436 Eh
**HOMO-LUMO gap**: 0.2738 Eh
**Charge**: 0
**Structure (SMILES)**: CN(C)P(=O)(N(C)C)N(C)C.CN(C)P(=O)(N(C)C)N(C)C.CN(C)P(=O)(N(C)C)N(C)C.CN(C)P(=O)(N(C)C)N(C)C.CN(C)P(=O)(N(C)C)N(C)C.C[C@H]1COC(=O)O1.C[C@H]1COC(=O)O1.C[C@H]1COC(=O)O1.C[N+](=O)[O-].C[N+](=O)[O-].C[N+](=O)[O-]



2.
The following is a quantum chemistry calculation of the ion C3H8NO with charge -1, from OMol25.

Each line ends with the natural charge from an NBO analysis.
CARTESIAN COORDINATES (ANGSTROEM)
C 0.09585 -1.55171 -0.84751  -0.4116
N 0.06495 -0.10530 -1.06650  -0.6762
C 0.60556 0.47060 0.20219  -0.2880
C -0.48793 1.36900 1.05072  0.0237
O -1.60749 0.80868 1.22625  -0.9085
H -0.67727 -2.00088 -1.59114  0.1520
H -0.25311 -1.91937 0.11490  0.1885
H 0.97668 -1.92036 -1.30569  0.1766
H -0.90213 0.33524 -1.16293  0.3668
H 1.53127 1.00005 -0.12756  0.1429
H 0.84243 -0.30091 0.97997  0.1492
H -0.31314 2.34066 0.57616  0.0417
H 0.12431 1.47428 1.95113  0.0430

Force components x, y, z for each atom (eV/Å):
-3.8 0.0 -3.2
-0.8 0.6 1.7
-0.1 0.5 0.0
4.1 -0.4 -0.9
-3.0 -0.9 -0.3
0.8 0.5 1.0
0.6 0.1 0.3
1.4 -0.7 0.6
1.3 -1.5 0.5
-0.3 0.1 0.9
0.1 0.2 -1.0
-1.0 1.2 -0.6
0.6 0.4 1.1

Results
**Energy**: -249.03091 Eh
**HOMO-LUMO gap**: 0.2528 Eh
**Charge**: -1
**Structure (SMILES)**: CNCC[O-]